# C9H8O

A 2-piece molecular cluster, C9H8O overall (the ωB97M-V functional and the def2-TZVPD basis, the OMol25 dataset).

Properties
Energy relative to the best compared isomer or geometry (same formula, charge and spin) = 1.165 eV
Electronic energy = -11508.357 eV
Net charge = 0
Molar mass = 132.162 g/mol
Highest occupied orbital energy = -0.315 Ha

Structure (XYZ):
```
18
Properties=species:S:1:pos:R:3:nbo_charge:R:1
C -0.49065 0.90553 2.06235 -0.2219
C 0.61938 0.05758 1.85212 -0.2113
C -1.49257 0.83205 1.16450 -0.2040
C 0.68618 -0.58063 0.65245 -0.2002
C -1.43718 0.32876 -0.10400 -0.1996
C -0.30496 -0.45735 -0.37437 -0.0529
C 1.33958 2.85192 0.05018 0.5014
C 0.81172 -2.02733 -2.07945 -0.3929
C -0.00330 -0.99911 -1.71192 -0.1856
O 0.93124 2.14651 -0.73361 -0.5011
H -0.46000 1.68189 2.81310 0.2225
H 1.48700 0.15976 2.46568 0.2160
H -2.42336 1.52285 1.29683 0.2038
H 1.60041 -1.12687 0.37482 0.2119
H -2.20277 0.42357 -0.82021 0.2177
H 1.29219 -2.68659 -1.32403 0.1955
H 0.59575 -2.41470 -3.05754 0.2042
H -0.54866 -0.61785 -2.52690 0.1966
```